C50H72BrN3O23P2S3 | ωB97M-V/def2-TZVPD

XYZ file:
```
154
Properties=species:S:1:pos:R:3
C 4.119 1.210 -3.048
C 3.377 -0.278 -3.029
C 2.740 -0.452 -1.527
C 1.123 -0.200 -1.425
N 0.450 -1.537 -1.747
C -0.018 -2.223 -0.481
C 1.182 -3.116 0.247
C 1.956 -2.265 1.455
C 3.165 -3.234 1.992
C 4.559 -2.460 2.373
C 5.947 -2.887 1.544
P 5.959 -4.189 0.146
N 7.400 -4.861 -0.155
C 7.388 -2.154 1.944
C 7.462 -1.008 3.115
C 6.071 -0.599 3.881
C 4.578 -1.280 3.557
N 3.354 -0.827 4.319
C 3.162 0.673 4.298
C 1.746 1.366 3.829
P 0.205 0.396 3.227
O -0.125 -0.857 4.168
C 1.672 3.006 3.849
O 0.403 3.653 3.381
C 0.601 4.225 2.023
C 1.586 3.339 1.057
C 2.880 4.019 4.331
C 4.306 3.324 4.801
C 5.592 4.254 5.253
C 5.388 5.062 6.664
C 4.688 6.567 6.475
Br 5.753 7.752 5.222
C 4.408 1.688 4.762
S 6.016 0.762 5.222
C -0.810 -1.168 -2.526
S -2.153 -0.336 -1.810
S -1.026 -1.568 -4.378
C -0.505 0.010 -5.310
C 0.521 -0.444 -6.528
C 1.912 0.438 -6.462
H 3.241 2.003 -3.199
H 4.878 1.205 -3.940
H 4.609 1.436 -1.998
H 2.507 -0.358 -3.809
H 4.184 -1.124 -3.185
H 3.253 0.259 -0.718
H 3.013 -1.555 -1.168
H 0.763 0.173 -0.353
H 0.867 0.643 -2.229
H -0.514 -1.497 0.309
H -0.850 -3.001 -0.812
H 1.931 -3.588 -0.520
H 0.618 -4.017 0.786
H 2.287 -1.193 1.125
H 1.174 -2.172 2.322
H 3.278 -4.112 1.223
H 2.775 -3.739 3.001
H 5.541 -3.480 -1.070
H 4.990 -5.219 0.440
H 8.078 -4.459 0.529
H 8.390 -2.408 1.380
H 8.450 -0.434 3.451
H 2.492 -1.357 4.069
H 0.336 0.027 1.820
H -0.952 1.264 3.303
H -0.449 4.286 1.460
H 1.002 5.341 2.044
H 2.736 3.438 1.302
H 1.475 3.579 -0.093
H 1.280 2.193 1.190
H 2.706 5.188 4.294
H 5.826 4.955 4.321
H 6.577 3.593 5.386
H 6.484 5.299 7.075
H 4.852 4.461 7.513
H 3.565 6.452 6.151
H 4.799 7.080 7.547
H -1.435 0.607 -5.742
H 0.030 0.681 -4.484
H 0.814 -1.574 -6.290
H 0.037 -0.365 -7.601
H 2.009 1.063 -7.474
H 2.847 -0.285 -6.328
H 1.954 1.203 -5.573
O -0.614 6.870 1.145
C -0.106 7.898 1.560
O -0.808 8.984 1.997
C 0.125 9.862 2.599
C 1.419 9.482 1.956
O 1.239 8.112 1.648
H -0.145 10.904 2.409
H 0.128 9.687 3.680
H 1.601 10.032 1.026
H 2.273 9.621 2.624
O -3.791 -5.063 0.651
C -3.234 -4.624 1.644
O -2.432 -3.520 1.654
C -2.170 -3.213 3.010
C -2.376 -4.521 3.704
O -3.332 -5.174 2.889
H -1.153 -2.833 3.133
H -2.879 -2.448 3.343
H -1.464 -5.127 3.733
H -2.754 -4.397 4.722
O 5.388 1.599 -0.105
C 5.895 2.627 0.311
O 5.193 3.713 0.748
C 6.126 4.590 1.350
C 7.420 4.211 0.706
O 7.241 2.841 0.399
H 5.856 5.633 1.160
H 6.130 4.415 2.431
H 7.602 4.761 -0.223
H 8.274 4.350 1.375
O -8.162 -1.525 -5.334
C -7.422 -1.536 -4.364
O -6.915 -0.418 -3.768
C -6.302 -0.836 -2.563
C -5.989 -2.275 -2.818
O -6.993 -2.669 -3.734
H -5.405 -0.245 -2.358
H -7.012 -0.702 -1.740
H -5.009 -2.413 -3.287
H -6.036 -2.879 -1.908
O -9.234 -8.450 -6.494
C -8.726 -7.422 -6.079
O -9.429 -6.336 -5.642
C -8.496 -5.459 -5.040
C -7.202 -5.838 -5.683
O -7.381 -7.208 -5.991
H -8.765 -4.416 -5.230
H -8.492 -5.634 -3.959
H -7.020 -5.288 -6.613
H -6.348 -5.699 -5.015
O -4.911 3.317 -3.792
C -6.050 3.455 -4.205
O -7.092 3.918 -3.455
C -8.170 4.144 -4.344
C -7.862 3.241 -5.494
O -6.449 3.165 -5.478
H -9.124 3.900 -3.867
H -8.176 5.201 -4.631
H -8.272 2.235 -5.357
H -8.218 3.644 -6.446
O -8.836 -9.296 1.659
C -7.711 -8.825 1.689
O -7.412 -7.522 1.410
C -6.059 -7.324 1.772
C -5.481 -8.701 1.707
O -6.587 -9.532 2.004
H -5.569 -6.634 1.079
H -6.021 -6.902 2.782
H -5.108 -8.951 0.708
H -4.678 -8.849 2.434
```

The energy above the lowest of the compared OMol25 structures with the same formula, charge and spin comes out at 430.49 kJ/mol. The net charge is 0. The spin multiplicity is 1. Its SMILES is CCCCN(CCCCc1c([PH2]=N)ccc2c1Nc1c([PH2]=O)c(OCC)cc(CCCBr)c1S2)C(=S)SCCC.O=C1OCCO1.O=C1OCCO1.O=C1OCCO1.O=C1OCCO1.O=C1OCCO1.O=C1OCCO1.O=C1OCCO1. As for the orbital gap: 7.211 eV.

C50H72MnN3OP3S2 | ωB97M-V/def2-TZVPD

XYZ file:
```
132
Properties=species:S:1:pos:R:3
Mn 0.022 0.764 -0.084
C -2.410 0.146 2.282
C -1.709 -1.186 1.992
P -1.402 -1.380 0.178
C -3.104 -1.976 -0.288
C -4.088 -1.090 -0.727
C -5.380 -1.521 -0.999
C -5.717 -2.855 -0.842
C -4.748 -3.750 -0.415
C -3.459 -3.319 -0.143
C -0.549 -2.993 0.069
C -0.280 -3.465 -1.216
C 0.337 -4.689 -1.409
C 0.696 -5.460 -0.311
C 0.433 -4.997 0.969
C -0.181 -3.768 1.162
C -1.639 1.311 1.648
P -2.273 1.831 -0.015
C -3.476 3.163 0.411
C -3.153 4.516 0.463
C -4.137 5.458 0.723
C -5.449 5.060 0.934
C -5.781 3.714 0.881
C -4.801 2.772 0.609
C -0.818 2.806 -0.551
C 0.310 3.066 0.257
C 1.305 3.927 -0.225
C 1.255 4.437 -1.502
C 0.165 4.141 -2.323
C -0.856 3.350 -1.847
H -2.435 0.301 3.361
H -3.446 0.117 1.926
H -2.287 -2.032 2.369
H -0.730 -1.158 2.485
H -3.844 -0.048 -0.863
H -6.126 -0.810 -1.334
H -6.722 -3.197 -1.054
H -4.997 -4.797 -0.291
H -2.725 -4.041 0.189
H -0.573 -2.861 -2.069
H 0.533 -5.046 -2.412
H 1.181 -6.418 -0.451
H 0.709 -5.597 1.827
H -0.361 -3.420 2.171
H -0.582 0.959 1.534
H -1.601 2.166 2.319
H -2.130 4.836 0.304
H -3.878 6.509 0.764
H -6.213 5.799 1.137
H -6.804 3.400 1.043
H -5.065 1.721 0.555
H 0.318 2.876 1.327
H 2.106 4.209 0.445
H 2.037 5.098 -1.853
H 0.103 4.563 -3.318
H -1.736 3.185 -2.457
C -3.453 1.130 6.546
C -2.086 0.537 6.351
C -1.549 -0.374 7.256
C -0.288 -0.862 6.953
N 0.407 -0.490 5.890
C -0.167 0.423 5.069
S 0.707 0.961 3.697
N -1.416 0.918 5.269
H -3.645 1.319 7.603
H -4.219 0.443 6.178
H -3.528 2.061 5.989
H -2.084 -0.686 8.143
H 0.197 -1.590 7.599
C 4.354 2.371 -0.791
C 4.412 1.538 0.495
C 3.723 2.345 1.605
C 5.881 1.289 0.841
P 3.359 -0.024 0.188
N 1.827 0.267 0.203
C 3.841 -0.711 -1.538
C 3.241 -2.122 -1.602
C 5.338 -0.784 -1.839
C 3.132 0.115 -2.620
C 3.852 -1.321 1.503
C 2.710 -2.336 1.590
C 5.191 -2.015 1.253
C 3.894 -0.614 2.864
H 4.682 3.393 -0.578
H 3.337 2.409 -1.171
H 5.011 1.976 -1.566
H 4.025 3.395 1.535
H 3.978 1.998 2.602
H 2.640 2.282 1.504
H 6.394 2.254 0.883
H 6.384 0.678 0.090
H 6.000 0.814 1.813
H 3.780 -2.822 -0.968
H 3.301 -2.498 -2.627
H 2.193 -2.092 -1.295
H 5.880 -1.348 -1.080
H 5.785 0.206 -1.922
H 5.482 -1.291 -2.798
H 2.105 0.316 -2.317
H 3.119 -0.459 -3.552
H 3.630 1.060 -2.828
H 2.743 -3.102 0.816
H 1.763 -1.804 1.513
H 2.744 -2.841 2.558
H 5.161 -2.683 0.391
H 5.438 -2.623 2.128
H 5.999 -1.297 1.106
H 2.993 -0.021 3.030
H 4.772 0.018 2.978
H 3.937 -1.369 3.653
C -4.171 1.263 -3.857
C -3.397 0.238 -4.687
C -2.351 -0.501 -3.855
S -0.932 0.626 -3.557
O -0.360 0.268 -2.217
C 0.225 -0.067 -4.805
C 0.857 -1.403 -4.413
C 0.308 -2.629 -5.145
H -4.814 1.876 -4.488
H -3.487 1.924 -3.321
H -4.797 0.760 -3.120
H -2.906 0.740 -5.527
H -4.094 -0.487 -5.112
H -1.989 -1.392 -4.357
H -2.735 -0.773 -2.874
H 0.986 0.709 -4.898
H -0.341 -0.109 -5.739
H 0.774 -1.519 -3.331
H 1.923 -1.342 -4.630
H -0.712 -2.876 -4.854
H 0.928 -3.498 -4.921
H 0.327 -2.473 -6.225
```

The net charge is 0. The spin multiplicity is 2. As for the orbital gap (spin up / spin down): 5.971 / 6.135 eV. Its expectation value of S² is 1.112.

C50H72N6O2P | ωB97M-V/def2-TZVPD

XYZ file:
```
131
Properties=species:S:1:pos:R:3
C -1.898 -5.660 -0.077
C -2.685 -4.817 -1.283
C -2.840 -3.250 -0.826
C -2.236 -2.165 -1.938
C -2.701 -0.674 -1.381
C -1.703 -0.300 -0.138
C -0.909 1.148 -0.317
P 1.001 0.907 -0.622
C 1.131 0.213 1.161
C 1.524 -1.375 1.256
C 2.301 -1.668 2.708
C 1.585 -2.359 4.016
C 2.571 -2.601 5.340
C 4.182 -2.194 5.350
C 4.861 -1.483 4.029
C 3.910 -1.236 2.717
C 1.225 2.665 0.147
N 0.384 3.713 -0.612
C -0.284 4.674 0.376
C 2.877 0.656 -0.887
C 3.291 -0.348 -2.112
C 2.673 -1.880 -2.348
C 3.098 -2.871 -3.594
C 4.208 -2.418 -4.729
C 4.886 -0.913 -4.499
C 4.447 0.094 -3.238
C 5.253 1.540 -3.198
O 0.938 1.672 -2.185
C 0.241 0.857 -3.189
C 0.557 1.587 -4.661
N 0.761 3.082 -4.555
C 2.263 3.407 -4.576
C 2.432 4.977 -4.048
C 3.493 5.102 -2.773
O 2.955 5.862 -5.111
H -2.625 -5.863 0.834
H -0.976 -5.028 0.325
H -1.445 -6.681 -0.475
H -2.160 -4.904 -2.325
H -3.773 -5.295 -1.392
H -2.261 -3.084 0.205
H -3.965 -3.019 -0.603
H -1.053 -2.311 -1.885
H -2.590 -2.380 -3.034
H -2.792 0.139 -2.217
H -3.798 -0.837 -0.939
H -2.387 -0.226 0.837
H -0.991 -1.210 0.041
H -1.122 1.737 0.699
H -1.408 1.826 -1.161
H 0.658 -0.401 -1.132
H 0.181 0.393 1.822
H 2.014 0.812 1.695
H 2.306 -1.733 0.432
H 0.566 -2.084 1.291
H 0.452 -2.661 3.978
H 2.145 -3.108 6.307
H 4.907 -2.387 6.270
H 5.992 -1.186 3.979
H 4.431 -0.732 1.773
H 0.768 2.667 1.250
H 2.341 2.994 0.269
H 0.975 4.233 -1.298
H -1.085 4.149 1.065
H -0.885 5.511 -0.223
H 0.489 5.265 1.044
H 3.454 0.265 0.083
H 3.393 1.704 -1.132
H 1.836 -2.312 -1.615
H 2.598 -3.934 -3.691
H 4.503 -3.109 -5.637
H 5.700 -0.540 -5.277
H 5.333 1.942 -2.097
H 6.372 1.281 -3.523
H 4.869 2.324 -3.977
H 0.631 -0.240 -3.304
H -0.936 0.872 -3.094
H 1.603 1.120 -4.996
H -0.211 1.256 -5.495
H 0.423 3.461 -5.490
H 2.771 3.206 -5.611
H 2.742 2.738 -3.739
H 1.350 5.303 -3.681
H 3.826 6.224 -2.607
H 3.050 4.726 -1.758
H 4.488 4.470 -2.956
H 3.912 6.049 -4.822
N -2.803 -6.559 2.950
C -2.312 -7.707 3.466
C -2.342 -8.020 4.816
C -2.905 -7.098 5.693
C -3.417 -5.906 5.191
C -3.345 -5.685 3.825
H -1.880 -8.392 2.743
H -1.935 -8.958 5.175
H -2.946 -7.308 6.758
H -3.863 -5.168 5.848
H -3.734 -4.771 3.385
N 2.606 2.740 -9.883
C 3.120 3.658 -9.036
C 2.361 4.622 -8.391
C 0.991 4.649 -8.631
C 0.433 3.717 -9.499
C 1.273 2.790 -10.094
H 4.194 3.598 -8.885
H 2.827 5.334 -7.719
H 0.364 5.391 -8.145
H -0.631 3.713 -9.707
H 0.884 2.040 -10.777
N -5.464 -5.492 7.790
C -6.751 -5.152 7.559
C -7.593 -4.621 8.522
C -7.088 -4.429 9.804
C -5.767 -4.771 10.074
C -5.002 -5.292 9.044
H -7.100 -5.324 6.544
H -8.618 -4.363 8.280
H -7.719 -4.015 10.586
H -5.344 -4.634 11.063
H -3.964 -5.571 9.203
N -1.336 5.411 3.389
C -0.822 6.330 4.236
C -1.581 7.293 4.881
C -2.951 7.321 4.642
C -3.509 6.389 3.773
C -2.669 5.462 3.178
H 0.252 6.270 4.388
H -1.115 8.005 5.553
H -3.578 8.062 5.128
H -4.573 6.384 3.565
H -3.057 4.711 2.495
```

The net charge is -1. The spin multiplicity is 1. As for the orbital gap: 6.016 eV.

Molar mass list, top to bottom, in g/mol: 1321.18; 943.14; 820.14